This record from the OMol25 dataset describes a molecular structure, C29H54CdF15N3O13. The level of theory is ωB97M-V with the def2-TZVPD basis set.

Orbital gap: 0.088 Eh
Maximum force: 7.934 eV/A
Multiplicity: 1
Molecular weight: 1050.14 g/mol

XYZ file:
```
115
Properties=species:S:1:pos:R:3:forces:R:3:lowdin_charge:R:1
Cd -0.0167 -0.5769 -0.0390 -0.36 -1.12 -0.70 1.395
C -4.8911 0.9313 -5.7424 1.25 0.03 -0.83 0.018
C -3.5154 0.7186 -5.0195 3.85 -1.27 -3.25 -0.243
O -2.4174 0.3254 -5.5833 -6.54 2.39 3.81 0.093
N -3.5172 1.1973 -3.5584 -0.43 1.14 -1.60 0.095
H -4.4011 1.6439 -3.3600 -0.74 0.19 -0.31 0.152
H -3.5685 0.4021 -2.9377 1.38 -0.80 1.00 0.143
C -2.4678 2.2820 -3.2926 0.60 -1.76 0.90 0.044
H -5.2060 1.9714 -5.8273 0.42 0.41 0.79 0.091
H -5.7951 0.4066 -5.4333 0.49 -0.41 0.57 0.096
H -4.7156 0.7267 -6.7985 0.13 -0.58 0.12 0.087
H -2.6456 2.6873 -2.2965 -0.29 0.09 -0.20 0.106
H -2.4827 3.0256 -4.0895 -0.04 -0.30 0.11 0.110
H -1.5594 1.6876 -3.1946 0.33 0.52 -0.33 0.095
C 1.6300 4.3144 2.7488 0.00 -0.05 0.32 0.010
C 1.8423 3.0025 3.4316 -0.18 -0.10 3.54 -0.305
O 1.8993 2.8772 4.6609 0.11 -0.69 -4.77 0.129
N 1.9061 1.7927 2.4088 2.71 0.32 2.10 0.132
H 1.0361 1.4404 2.0357 -1.74 -0.61 0.24 0.099
H 2.3730 2.1594 1.5917 0.11 0.33 -0.91 0.112
C 2.8645 0.6708 2.8967 -0.96 0.76 -0.12 0.039
H 0.7627 4.1118 2.1205 0.07 0.60 -0.33 0.063
H 2.4744 4.7482 2.2132 0.12 -0.76 -0.55 0.101
H 1.4649 5.0839 3.5029 -0.56 -0.35 0.13 0.102
H 2.6295 0.4192 3.9309 -0.23 0.01 -0.24 0.091
H 3.8722 1.0845 2.8572 -0.09 -0.05 -0.10 0.092
H 2.7495 -0.1733 2.2167 0.00 0.03 0.06 0.086
C 6.9153 -4.6451 -3.3837 0.55 1.06 0.50 0.021
C 6.1418 -3.4148 -2.8522 3.09 -0.21 3.57 -0.333
O 6.3980 -2.9363 -1.7434 -2.11 -0.82 -4.47 0.156
N 5.1777 -2.8920 -3.8992 -1.70 0.37 2.09 0.118
H 5.3216 -1.9418 -4.2100 0.54 0.61 0.27 0.173
H 5.3659 -3.4745 -4.7025 -0.78 -0.41 -0.36 0.150
C 3.6869 -2.8510 -3.2937 -0.33 -0.70 -1.17 0.091
H 7.8910 -4.6563 -2.8979 -0.19 0.19 0.48 0.097
H 7.2221 -4.4866 -4.4175 -0.65 -0.45 -0.36 0.086
H 6.4778 -5.6104 -3.1290 -0.42 0.15 -0.47 0.105
H 2.9882 -2.7351 -4.1222 0.37 0.41 -0.27 0.100
H 3.5519 -2.0296 -2.5900 0.54 -0.18 0.17 0.100
H 3.3829 -3.8172 -2.8910 0.74 0.07 0.45 0.093
C -2.3361 -1.9882 -1.3666 1.11 1.94 2.20 -0.418
O -1.7178 -2.3876 -0.1416 -1.07 -1.97 0.17 -0.182
O -1.8215 -0.6965 -1.3436 -1.53 -0.61 -3.28 -0.293
C -2.1386 -2.9690 -2.5565 1.76 0.65 2.58 -0.688
F -0.9050 -3.0741 -2.9476 2.73 0.08 -0.70 0.173
F -2.5043 -4.2168 -2.2780 -1.05 -0.78 0.42 0.154
F -2.8123 -2.5485 -3.5667 -2.20 1.00 -2.45 0.181
C -2.1758 -3.5422 0.5546 1.52 -1.05 0.48 -0.231
C -1.4283 -3.5691 1.8913 -0.15 0.32 0.99 -0.062
H -0.7935 -2.6869 1.9736 -0.07 0.09 0.01 0.045
H -2.1077 -3.5321 2.7429 -0.27 0.36 -0.06 0.071
H -0.8222 -4.4323 2.1666 0.13 -0.27 -0.82 0.069
H -1.8449 -4.4071 -0.0204 -0.48 -0.23 0.00 0.097
H -3.2431 -3.5961 0.7693 -0.18 0.42 -0.54 0.124
H -3.4220 -2.0594 -1.3049 -0.71 0.38 0.61 0.143
C 1.8246 1.9543 -1.4563 -1.60 -0.90 2.22 -0.345
O 2.9702 1.8713 -0.5387 -0.31 0.21 -0.38 -0.132
O 0.8321 1.1680 -0.8140 2.57 4.10 -2.82 -0.317
C 1.5305 3.5173 -1.6624 -1.38 -1.66 0.89 -0.579
F 0.4987 3.7432 -2.5256 0.29 -0.35 0.04 0.107
F 1.1648 4.0105 -0.4984 -0.21 1.09 1.02 0.146
F 2.5553 4.2311 -2.1310 0.50 -0.17 -0.06 0.148
C 4.2932 1.9931 -1.0120 -0.23 0.28 -1.07 -0.286
C 5.1762 0.8413 -0.6220 0.34 -0.82 0.58 -0.072
H 4.6745 -0.1233 -0.6989 -0.44 0.04 -0.46 0.069
H 6.0272 0.8189 -1.3027 0.23 0.02 0.16 0.071
H 5.5391 0.7699 0.4033 0.12 0.67 0.13 0.067
H 4.6709 2.9936 -0.8011 0.34 -0.04 0.55 0.117
H 4.3261 1.9792 -2.1015 -0.48 0.01 -0.37 0.107
H 2.0682 1.7879 -2.5056 0.58 -1.52 -0.24 0.135
C 1.9593 -3.0342 0.6590 -1.26 3.12 -1.05 -0.376
O 3.2940 -2.6339 1.0596 0.85 -1.99 0.75 -0.123
O 1.5906 -2.0334 -0.3304 0.84 -3.05 1.91 -0.331
C 1.8395 -4.5223 0.2119 -0.58 2.33 1.13 -0.637
F 2.7996 -4.7196 -0.6378 1.73 -1.40 -2.10 0.160
F 2.0170 -5.3160 1.2700 0.33 -0.65 0.55 0.139
F 0.6727 -4.8939 -0.3146 -0.05 0.35 -0.37 0.163
C 4.0191 -3.3839 2.1161 0.17 2.08 0.71 -0.228
C 5.3363 -2.6157 2.3968 -0.56 -0.82 -1.77 -0.075
H 5.8961 -2.7939 1.4787 0.66 0.51 0.11 0.059
H 5.1257 -1.5519 2.5065 0.15 -0.09 0.17 0.059
H 5.8729 -3.0512 3.2397 -0.12 0.16 0.03 0.077
H 4.2627 -4.4299 1.9297 -0.47 0.05 -0.38 0.109
H 3.5696 -3.2500 3.1000 -1.22 -0.63 -0.21 0.110
H 1.3263 -3.0089 1.5460 -0.20 0.29 0.28 0.121
C -1.4962 0.7266 2.8040 1.95 1.21 -2.89 -0.293
O -1.2140 2.1607 2.5559 -0.84 -0.82 1.26 -0.137
O -0.6648 0.0327 1.8368 -1.33 1.57 4.74 -0.350
C -1.3842 0.4574 4.3657 1.40 0.62 -2.70 -0.566
F -1.7049 -0.7848 4.4558 -2.12 -2.58 1.15 0.178
F -0.1116 0.4275 4.8342 0.02 1.68 0.40 0.117
F -2.2128 1.2810 5.0804 1.32 -1.10 -0.43 0.141
C -2.3795 2.9935 2.6288 1.02 1.91 -2.12 -0.242
C -1.9459 4.4041 2.1424 0.87 -0.95 0.85 -0.066
H -2.8151 5.0552 2.2343 0.37 0.30 -0.17 0.086
H -1.0823 4.6962 2.7398 -0.44 0.64 0.56 0.046
H -1.4884 4.3675 1.1537 -0.64 -0.09 -0.41 0.067
H -2.8670 3.1500 3.5911 0.01 -0.82 0.00 0.119
H -3.0249 2.7637 1.7809 -0.76 -1.01 0.64 0.108
H -2.5515 0.5505 2.5954 -0.21 -0.06 -0.07 0.134
C -7.2273 2.6481 1.6951 -5.28 -0.51 -0.54 -0.431
O -6.8740 1.2820 1.5979 2.03 -1.56 0.01 -0.110
O -8.6525 2.7100 1.3361 4.97 0.56 1.50 -0.314
C -6.8870 3.1570 3.1677 -2.22 2.06 1.27 -0.526
F -7.6105 2.9322 4.2878 -1.99 -2.52 -0.22 0.092
F -5.7038 2.8154 3.6313 2.71 -0.30 -0.74 0.119
F -7.0170 4.5232 3.2625 1.34 0.83 -1.92 0.063
C -5.4912 0.9149 1.3503 -1.03 -0.84 -0.59 -0.236
C -4.9611 1.0788 -0.0987 0.53 1.05 0.30 -0.098
H -3.9056 0.8083 -0.1283 0.19 -0.59 0.17 0.048
H -5.4999 0.4709 -0.8254 -0.26 -0.07 0.17 0.065
H -4.9091 2.1033 -0.4672 -0.55 0.40 0.04 0.047
H -5.4455 -0.1722 1.4159 -0.53 -0.24 0.45 0.106
H -4.7929 1.2080 2.1343 0.00 0.77 -0.22 0.080
H -6.5655 3.1568 0.9940 0.29 0.91 0.08 0.115
```
Positions in Å, forces in eV/Å.